[1]
ORCA calculation (wB97M-V/def2-TZVPD) on C22H30FN2O2 as an isolated structure.

Structure (XYZ):
```
57
Properties=species:S:1:pos:R:3:forces:R:3
F 5.569127 -1.204086 -0.755092 2.55 -0.15 0.51
O -0.584934 -0.686866 -0.660633 -3.00 7.99 5.35
O -2.235321 -2.130832 0.655565 0.15 -4.30 0.95
N 0.836341 1.194138 1.123997 -8.87 -5.75 -1.22
N -0.278864 1.910764 -1.645491 6.71 2.76 4.22
C 2.041597 2.527743 0.263903 5.76 5.94 -11.35
C -4.217009 -1.115970 -0.149724 4.79 -1.12 -0.27
C 1.496296 -1.599744 -1.099080 -1.84 -1.29 2.29
C 2.135354 -2.514877 -0.131450 4.01 8.98 -8.70
C -0.450193 2.909330 -0.404330 -0.35 -16.69 1.72
C -4.577855 -0.143069 -0.924900 -7.66 4.45 0.22
C 3.574181 -0.781402 -1.720207 -0.11 10.24 -6.23
C -3.778868 0.817141 -1.481587 4.29 1.71 -4.39
C 2.133238 0.689207 1.474836 -0.35 4.23 2.98
C -1.358075 1.562145 -2.251452 -4.03 -7.40 -4.42
C 0.653520 2.529363 0.528684 1.69 0.92 4.87
C -2.351818 0.594683 -1.638920 -2.57 -0.44 5.15
C 4.316585 -1.435183 -0.874210 2.22 3.53 -2.72
C 2.232279 -0.572372 -1.891172 1.66 -8.61 6.88
C 2.979091 1.747518 0.998459 -0.38 4.40 6.38
C 3.567794 -2.275546 -0.399078 -4.25 -14.10 12.28
C -0.110339 -1.704863 -1.128221 5.99 -10.14 -8.09
C -2.716017 -1.205297 -0.166684 -11.29 -8.20 6.80
C -0.356513 -0.534257 2.768258 -2.58 1.71 -0.17
C -3.117504 -3.243819 1.079668 4.06 3.53 10.21
C -1.931261 -0.417039 -0.627819 6.67 8.67 -9.12
C -0.119652 0.912123 2.266476 -2.02 -0.01 0.35
H 0.494494 -0.992065 3.022535 3.55 -1.35 2.05
H -1.180119 1.210191 2.044763 1.19 0.45 -0.46
H 0.515813 2.040447 -2.301363 -0.79 0.47 1.27
H -0.590979 -1.216089 1.956213 -1.24 0.34 -0.21
H -1.282401 2.365940 0.059060 -0.96 1.92 -0.23
H 3.955758 1.711153 0.677310 1.84 -0.73 -0.98
H 0.257993 1.592083 3.011675 -0.08 0.02 0.80
H 2.230113 -0.092274 0.975996 1.08 -7.40 -3.99
H 2.208999 2.172053 -0.984904 -0.74 0.38 3.12
H -2.497770 -3.955851 2.005999 -1.45 1.79 -3.92
H 4.094394 -3.131099 0.362831 -0.58 2.16 -1.96
H 4.151756 0.110669 -2.193941 -0.47 -1.52 0.05
H -3.783986 -2.712093 2.019561 1.43 -1.06 -2.29
H 0.587063 3.140666 1.455828 -0.59 0.32 -0.38
H -3.896555 -3.634808 0.621368 -2.60 -2.12 -3.62
H 1.699589 -3.291744 0.259205 -1.96 -4.08 2.43
H -0.250378 3.708682 -0.717590 1.19 12.56 -3.91
H -0.315808 -1.868428 -2.357939 0.13 0.81 2.35
H -0.405664 -2.798599 -0.850659 0.23 2.02 0.67
H -4.822870 -1.778870 0.406489 -0.43 -0.29 0.25
H -5.810008 0.281843 -0.829035 3.55 -1.73 -0.65
H 1.573601 -0.116136 -2.412489 -3.04 4.00 -4.26
H 0.363197 0.542600 0.309041 1.58 1.05 1.54
H 2.548740 3.551052 0.025715 -1.27 -1.17 0.76
H -4.157841 1.639567 -2.165750 -0.02 -1.04 1.24
H 2.169005 0.532433 2.513564 0.15 -0.45 1.21
H -1.965813 2.226778 -2.613669 -3.41 4.82 -2.05
H -1.162813 0.976110 -3.245377 0.43 0.87 1.36
H -1.128370 -0.517609 3.661972 1.57 -0.14 -2.08
H 3.049671 2.474468 2.073810 0.48 -1.73 -2.60
```
Positions in Å, forces in eV/Å.

Properties
Net charge: +1
Frontier orbital gap (hartree): 0.341


[2]
ORCA calculation (wB97M-V/def2-TZVPD) on C22H30GaO2S5 as an isolated structure.

Structure (XYZ):
```
60
Properties=species:S:1:pos:R:3:forces:R:3
Ga 1.477652 0.508654 -0.346257 0.67 0.50 0.21
S 3.950712 0.272406 -0.716894 -0.55 0.31 0.03
S -1.224937 1.316230 -2.218799 0.08 -0.31 0.27
S 0.957695 -2.845781 -0.561054 -0.42 0.30 -0.07
S 1.886655 3.019341 -0.658760 0.15 -0.44 0.12
S 1.888421 0.849219 2.085853 -0.12 -0.01 -0.79
O 1.453540 -1.368161 -0.383770 -0.04 -0.35 0.27
O -0.139931 0.792290 -1.202894 -0.35 -0.15 0.06
C 3.699132 3.126590 -0.835412 -0.20 0.04 0.02
C -0.347357 -2.731604 -1.824705 0.06 0.14 0.17
C 3.539225 0.071787 2.078981 -0.08 -0.03 0.05
C -1.581615 -1.958031 -1.370788 -0.02 0.01 -0.03
C -1.056023 -2.663162 2.956724 0.01 -0.04 0.01
C -3.692464 2.290405 -1.858826 0.08 0.00 -0.14
C -2.347503 -1.305151 -2.528002 0.15 -0.03 0.17
C -2.697417 1.538522 -1.243290 0.20 0.17 -0.15
C -0.017783 -3.231523 0.883251 0.18 -0.03 -0.07
C -1.624535 -0.153738 -3.211832 -0.06 0.02 0.09
C -4.044399 1.249573 0.701147 0.01 -0.01 0.02
C 4.340414 1.888449 -1.450676 0.07 -0.11 0.02
C -0.304591 -2.287380 1.853041 -0.02 0.13 -0.05
C -4.885483 2.495345 -1.184340 -0.05 0.00 0.02
C -0.441726 -4.550589 0.997288 0.11 -0.01 -0.13
C 1.590234 3.474776 1.077290 -0.03 -0.01 -0.16
C -1.506164 -3.971337 3.075554 0.00 0.01 0.01
C 2.255738 2.636885 2.158161 -0.05 -0.07 0.08
C -2.848592 1.027882 0.036279 0.11 -0.12 0.08
C -1.200316 -4.911100 2.099511 -0.03 -0.04 -0.01
C -5.061895 1.972908 0.090500 0.00 0.01 -0.04
C 4.530280 0.491745 1.004963 -0.05 -0.09 -0.09
H -5.668572 3.076822 -1.651342 -0.01 -0.02 0.01
H -3.312905 -0.963336 -2.154461 -0.02 0.01 -0.04
H -1.282734 -1.939293 3.728087 0.00 0.00 -0.01
H -5.993341 2.139443 0.614560 0.01 0.00 0.00
H 3.969032 0.280596 3.059883 0.00 -0.07 0.02
H -2.051144 0.474522 0.515935 -0.02 -0.01 -0.01
H 4.064379 1.782589 -2.500414 0.03 -0.03 -0.02
H -2.256085 -2.631081 -0.843326 0.02 -0.02 0.03
H 5.425304 1.995075 -1.406496 0.01 0.00 -0.09
H -1.542067 -5.932336 2.200092 0.01 0.01 0.00
H -1.282691 -1.189980 -0.660145 -0.06 -0.05 0.05
H 1.860075 2.970678 3.118211 0.09 0.01 0.04
H 5.403752 -0.154369 1.102729 0.04 0.06 0.01
H -2.088362 -4.265363 3.938485 0.00 0.01 0.00
H -2.238699 0.267746 -4.013647 0.05 0.01 -0.03
H 0.050655 -1.271471 1.753741 0.00 0.05 0.01
H 1.899452 4.513637 1.197915 -0.06 0.02 0.00
H -3.545600 2.710589 -2.848107 -0.01 0.03 0.03
H 3.883267 3.956551 -1.517704 0.05 0.07 0.08
H -0.671372 -0.450508 -3.654695 0.03 0.13 -0.06
H 3.336549 2.761885 2.185479 0.00 -0.01 -0.02
H -2.555132 -2.048614 -3.301713 -0.06 0.04 -0.02
H -4.181890 0.854157 1.698558 -0.01 0.02 0.00
H -0.179449 -5.289908 0.248078 -0.01 -0.02 0.03
H 0.160276 -2.276488 -2.678053 0.08 -0.08 -0.01
H -0.572006 -3.767813 -2.088215 0.06 -0.01 0.00
H 4.125879 3.388128 0.130914 0.02 -0.01 -0.01
H 0.503226 3.440435 1.169599 -0.01 0.07 0.01
H 4.866831 1.519318 1.124813 -0.02 0.01 -0.01
H 3.326396 -0.997041 2.028973 -0.02 0.00 0.04
```
Positions in Å, forces in eV/Å.

Properties
Net charge: +3
Frontier orbital gap (hartree): 0.300


[3]
ORCA calculation (wB97M-V/def2-TZVPD) on C22H30GdO2Si as an isolated structure.

Structure (XYZ):
```
56
Properties=species:S:1:pos:R:3:forces:R:3
Gd -1.060161 -0.566481 2.096183 -0.24 -0.50 -1.01
Si 0.198277 1.256907 -2.387191 -0.72 -1.63 1.61
O -0.826606 -1.850509 3.900314 0.38 -0.51 0.49
O 1.195060 -1.340015 2.281719 0.15 -0.60 0.24
C -0.860984 2.055679 1.662862 0.06 -0.02 0.46
C -1.948338 2.794730 -4.969430 -0.18 -0.46 -0.24
C 1.500204 -2.337517 3.295866 0.52 0.77 -0.29
C -1.400850 1.164835 -3.288768 0.27 -1.16 -1.73
C -2.739459 1.084006 -2.859551 0.50 1.00 -0.14
C 2.854383 0.839273 -2.615697 0.00 -0.32 -1.04
C 1.694635 -1.282093 -2.639283 0.76 0.13 -0.84
C -1.809583 1.308409 3.640455 0.89 0.57 0.03
C 2.317610 -0.937920 1.449366 0.29 -0.03 0.19
C 3.975410 0.278636 -3.229903 -0.10 -0.29 0.55
C 1.644234 0.111120 -2.584555 0.48 0.41 1.16
C 0.200256 1.679826 2.542344 -0.61 0.34 0.39
C -0.377699 1.233292 3.772601 -0.59 0.93 -0.07
C -3.188289 2.953487 -4.333054 0.05 0.19 0.01
C -1.103334 1.775461 -4.532193 -0.97 0.65 0.44
C 2.862664 -1.872826 -3.156503 -0.12 -0.17 0.42
C -3.633808 2.035108 -3.368249 0.07 -0.26 -0.32
C -2.101938 1.779735 2.316731 0.45 0.25 0.46
C -2.028838 -2.006076 4.676604 0.19 -0.13 0.53
C 0.257093 -2.798330 4.059565 -0.75 -0.23 0.09
C -0.916316 -1.443574 -0.079336 0.51 -0.60 -0.34
C 3.973634 -1.095096 -3.507336 -0.40 0.29 -0.04
H 2.879901 -2.954602 -3.299851 0.14 0.28 0.09
H -0.207644 1.457748 -5.082552 0.00 0.73 0.43
H -0.725875 2.584632 0.715915 -0.17 -0.59 0.27
H -2.086844 -3.040748 5.031554 -0.26 0.24 -0.13
H -0.075998 -3.773214 3.677148 -0.04 0.24 0.18
H 3.146866 -1.645298 1.580227 -0.23 0.22 -0.03
H -3.044049 0.305617 -2.158104 0.10 0.59 0.27
H 0.854913 -1.881339 -2.284896 0.15 0.04 -0.69
H -3.817082 3.799607 -4.615149 0.06 -0.35 0.04
H 1.961940 -3.202663 2.796638 -0.06 0.26 0.29
H 0.088356 -1.287831 0.418122 -1.48 0.48 -1.02
H -0.717544 -1.788256 -1.099738 -0.63 -0.23 0.58
H 0.470470 -2.869427 5.132173 0.11 -0.12 -0.24
H -2.526549 1.097819 4.436012 0.17 0.03 -0.35
H 2.012339 -0.937193 0.396458 0.00 -0.04 0.24
H 2.877720 1.857583 -2.213271 -0.04 -0.15 -0.72
H 2.204680 -1.866936 3.990763 0.02 -0.21 -0.13
H 2.635408 0.077346 1.725130 -0.08 -0.39 0.03
H 4.845307 -1.544452 -3.973782 -0.20 -0.03 0.02
H 0.185215 0.956490 4.668657 -0.32 0.04 -0.38
H -4.664549 2.074922 -3.001855 0.38 -0.01 -0.22
H -2.903968 -1.744889 4.054967 0.35 -0.29 0.11
H -1.614400 3.450424 -5.777755 -0.41 -0.24 0.15
H 0.760095 2.558094 -2.581066 0.25 0.85 -0.14
H -0.280930 1.127634 -1.007820 0.09 0.26 0.54
H 4.814938 0.919198 -3.496929 0.02 -0.32 0.30
H 1.268207 1.794440 2.341551 -0.48 -0.01 0.08
H -2.005417 -1.308163 5.524062 0.08 -0.27 -0.16
H -1.919496 -0.973358 0.068348 1.26 0.30 -0.59
H -3.093260 1.936774 1.891470 0.30 0.09 0.20
```
Positions in Å, forces in eV/Å.

Properties
Spin multiplicity: 8
Net charge: +1
Expectation value of S²: 16.109
Frontier orbital gap (alpha / beta) (hartree): 0.217 / 0.281


ΔE to the lowest compared entry with this formula, charge and spin across the listed records, respectively: 472.7, 0.0, 24.0 kcal/mol.